One molecule with the formula C3HFOS2 in a non-equilibrium geometry. Source: OMol25; level of theory: ωB97M-V/def2-TZVPD.

Summary:
Electronic energy, eV: -29560.030
Gap between HOMO and LUMO (spin up / spin down), eV: 8.10 / 8.11
Structure (SMILES): O=c1scc(F)s1
Max |F|, eV/Å: 9.70
LUMO (spin up / spin down), eV: 0.017 / 0.019
Highest occupied orbital energy (spin up / spin down), Ha: -0.297 / -0.297

Structure (ORCA input):
```
! wB97M-V def2-TZVPD RIJCOSX def2/J DEFGRID3
* xyz 0 1
C -0.26 -0.19 1.20
C 1.19 0.05 0.45
C -0.81 0.15 -1.41
O -1.43 0.17 -2.43
F 2.25 0.28 1.12
S -1.62 -0.20 0.17
S 1.00 0.33 -1.24
H -0.30 -0.59 2.14
*
```